28
Properties=species:S:1:pos:R:3 method="wB97M-V/def2-TZVPD" charge=-1 e_lumo_ev=2.9 orbital_gap_ha=0.3638 fmax_ha_per_bohr=0.177 total_energy_ha=-891.8507
N -43.0127 -25.4735 2.5614
O -42.1904 -24.5886 3.0348
O -44.0443 -25.1741 1.9102
O -42.5427 -26.6297 2.4886
O -43.4101 -26.5016 -0.5705
H -42.6509 -26.0806 -0.6964
H -43.5947 -26.2805 0.2639
O -43.3293 -27.2500 5.1051
H -43.0363 -26.5440 5.5150
H -42.6064 -27.0976 4.5506
O -44.8064 -22.4844 3.1406
H -44.1226 -23.1704 3.1035
H -44.5424 -21.5820 3.6968
O -40.9287 -24.0605 5.7385
H -41.3569 -24.2680 5.0304
H -41.3455 -24.5664 6.2960
O -39.7018 -25.8127 2.3495
H -40.5881 -25.6843 2.3381
H -39.3674 -26.2157 1.5698
O -46.4203 -26.6878 1.9955
H -45.5497 -26.3125 2.0080
H -46.3763 -26.7862 3.0750
O -42.2614 -23.7268 -0.4617
H -41.7699 -23.6287 0.3292
H -43.1096 -23.3225 -0.4094
O -40.7420 -29.6714 1.8019
H -40.9860 -28.7775 2.2073
H -39.8475 -29.5236 1.6030

***

39
Properties=species:S:1:pos:R:3 method="wB97M-V/def2-TZVPD" charge=+2 e_lumo_ev=-7.5 orbital_gap_ha=0.2954 fmax_ha_per_bohr=0.087 total_energy_ha=-2078.7470
C -2.5644 1.1344 -0.1052
C -1.8499 2.2485 -0.2652
H -2.9190 0.8406 0.8928
H -2.5975 0.3868 -0.9336
H -1.3096 2.4057 -1.2064
H -1.6538 2.9075 0.5805
Lu 0.5109 -0.3843 0.3857
C 0.5460 -1.8200 -1.4950
C 0.2071 -0.5012 -1.9511
C 2.3452 -0.4497 -1.0690
C 1.8474 -1.7665 -0.9079
H -0.7280 -0.1835 -2.4228
H 1.3558 1.4086 -1.9787
H 3.3191 -0.0887 -0.7649
C 1.3259 0.3411 -1.7112
H 2.3389 -2.5895 -0.3907
H -0.0831 -2.6937 -1.6142
C -0.4301 -4.3156 2.4445
C -0.1718 -3.3451 1.4790
N -0.0363 -2.0315 1.8435
C -0.3608 -1.6240 3.1157
C -0.7644 -2.5610 4.1044
C -0.7333 -3.9248 3.7425
C -1.1300 -2.0594 5.3979
C -1.0717 -0.7269 5.7017
C -0.6222 0.2378 4.7463
C -0.4812 1.6140 5.0184
C -0.0095 2.4816 4.0397
C 0.2930 1.9873 2.7638
N 0.2061 0.6571 2.4930
C -0.2753 -0.2111 3.4372
H -0.4003 -5.3731 2.1400
H -0.0697 -3.5776 0.4109
H -0.9653 -4.6574 4.5187
H -1.4463 -2.7889 6.1433
H -1.3647 -0.3541 6.6856
H -0.7457 1.9777 6.0175
H 0.1362 3.5516 4.2283
H 0.6282 2.6207 1.9353

***

72
Properties=species:S:1:pos:R:3 method="wB97M-V/def2-TZVPD" spin_multiplicity=5 e_lumo_ev="-1.4 / 0.3" orbital_gap_ha="0.2547 / 0.3186" s_squared=6.160 fmax_ha_per_bohr=0.040 total_energy_ha=-4055.8967
C 3.2610 0.9656 0.3815
C 2.9693 0.3932 1.7254
H 3.6989 1.9629 0.4491
H 2.3351 1.0173 -0.2108
H 3.9588 0.3219 -0.1723
C 3.3705 0.9124 2.9020
C 4.1937 2.1462 3.0590
H 3.0941 0.4081 3.8325
H 4.3607 2.6624 2.1063
H 5.1752 1.9180 3.4950
H 3.7030 2.8495 3.7457
Mn -0.5257 -0.7378 0.0211
Cl 0.5684 -2.7125 -0.5131
Cl 0.1057 0.7963 -1.6254
H -4.9763 -3.3948 -2.1875
H -3.5108 -3.7498 -4.2430
C -4.5609 -2.3833 -2.1023
C -3.1407 -2.7246 -4.1030
N -3.2291 -2.3520 -2.6959
H -4.4968 -2.0844 -1.0579
C -2.1742 -1.9170 -2.0156
O -2.2549 -1.4754 -0.8342
H -2.0985 -2.6613 -4.4230
H -1.1987 -1.9664 -2.5195
H -5.2347 -1.7121 -2.6497
H -3.7568 -2.0495 -4.7155
H 0.7755 2.5115 1.3472
H 0.5830 2.0437 3.9394
C -0.3169 2.6424 1.3398
C -0.4654 2.3348 3.7674
N -0.9138 1.9103 2.4521
H -0.7059 2.2875 0.3798
C -1.6728 0.8199 2.3172
O -1.8706 0.2070 1.2350
H -1.0975 1.8601 4.5266
H -2.1329 0.4618 3.2595
H -0.5225 3.7156 1.4649
H -0.5389 3.4240 3.8594
O 0.7989 -0.2538 1.2994
C 2.0059 -0.7942 1.6842
C 1.0561 -1.4053 3.9910
C 1.9675 -1.6407 2.9687
H 0.2738 -0.6690 3.8198
C 1.1529 -2.1083 5.1966
H 2.3783 -1.4604 0.8915
C 2.9345 -2.6304 3.1350
H 0.4390 -1.8992 5.9965
C 2.1473 -3.0725 5.3721
C 3.0341 -3.3476 4.3262
H 3.6179 -2.8295 2.3124
H 2.2186 -3.6261 6.3070
H 3.7986 -4.1178 4.4333
Si -0.1393 2.9893 -5.4682
Cl 1.4919 3.8505 -4.4493
C -1.6496 3.7754 -4.7010
C 0.1300 1.1849 -5.1298
C -0.1458 3.3349 -7.3226
H -1.5949 3.7011 -3.6097
H -2.5629 3.2757 -5.0446
H -1.7167 4.8362 -4.9757
H -0.2689 4.4055 -7.5390
H -0.9801 2.8061 -7.8126
H 0.7826 2.9955 -7.8016
H 0.1776 1.0120 -4.0461
H 1.0793 0.8601 -5.5703
H -0.6801 0.5808 -5.5465
C -2.4330 -3.0865 2.0931
O -1.1056 -2.6029 1.9659
H -3.0801 -2.2620 2.4210
H -2.4433 -3.8750 2.8726
H -2.8049 -3.4830 1.1438
H -0.6374 -3.0954 1.2493

***

16
Properties=species:S:1:pos:R:3 method="wB97M-V/def2-TZVPD" smiles="O=[N+]([O-])[C@]1(I)C=CC=CC1" e_lumo_ev=-0.2 orbital_gap_ha=0.3226 fmax_ha_per_bohr=0.065 total_energy_ha=-735.0203
O 0.0544 1.9108 3.5920
N 0.6297 1.3318 2.7304
O 1.6666 0.7412 2.7438
C -0.2166 1.2269 1.1724
I -1.4066 3.0392 1.1540
C -1.0578 0.0434 1.3713
C -1.1499 -0.9155 0.4425
C -0.4410 -0.8061 -0.8094
C 0.4654 0.1563 -0.9865
C 0.8295 1.1160 0.1022
H -1.6429 0.0069 2.2812
H -1.7868 -1.7707 0.6046
H -0.6757 -1.5117 -1.5914
H 1.0116 0.2600 -1.9115
H 1.7407 0.7254 0.5867
H 1.0796 2.0891 -0.3216

***

10
Properties=species:S:1:pos:R:3 method="wB97M-V/def2-TZVPD" e_lumo_ev=-0.2 orbital_gap_ha=0.3504 fmax_ha_per_bohr=0.121 total_energy_ha=-723.6119
C 1.9963 -0.3612 -0.0370
S 0.1959 -0.7712 0.0039
C -0.6709 0.7140 0.0906
F -0.0535 1.8681 0.0887
N -2.0571 0.9030 -0.0010
C -2.7014 -0.2654 0.1225
N -3.2398 -1.2871 0.0353
H 2.0737 0.2433 -1.0131
H 2.3611 -1.2880 -0.1920
H 2.0955 0.2444 0.9021

***

21
Properties=species:S:1:pos:R:3 method="wB97M-V/def2-TZVPD" e_lumo_ev=0.9 orbital_gap_ha=0.3451 fmax_ha_per_bohr=0.043 total_energy_ha=-312.1719
C -1.4597 -0.8111 -0.9999
C -1.1102 -0.2871 0.3966
C -2.2844 0.5101 0.9721
C 0.1477 0.5978 0.4082
C 1.4962 -0.0690 0.3376
C 2.6430 0.6125 0.2160
O 1.4320 -1.4166 0.3358
H -2.2868 -1.5308 -0.9456
H -0.6040 -1.2999 -1.4757
H -1.7781 0.0111 -1.6541
H -0.9254 -1.1476 1.0512
H -3.2006 -0.0907 0.9858
H -2.4830 1.4035 0.3656
H -2.0807 0.8399 1.9977
H 0.1924 1.1523 1.3506
H 0.0820 1.3465 -0.3962
H 1.5719 -0.1271 -2.0490
H 3.5998 0.1020 0.1542
H 2.6410 1.6921 0.2818
H 2.0758 0.2761 -1.5840
H 2.3310 -1.7639 0.2514

***

81
Properties=species:S:1:pos:R:3 method="wB97M-V/def2-TZVPD" smiles="COC(=O)OC.COC(=O)OC.COC(=O)OC.COC(=O)OC.COC(=O)OC.COC(=O)OC.O.O.O" e_lumo_ev=0.5 orbital_gap_ha=0.4037 fmax_ha_per_bohr=0.063 total_energy_ha=-2291.1020
C 10.5666 7.2746 14.1234
O 10.7682 8.5315 14.7113
C 10.3091 8.6235 15.9863
O 9.7608 7.7676 16.6219
O 10.4602 9.8613 16.3836
C 10.1337 10.0701 17.7478
H 9.5190 6.9981 14.1921
H 11.2606 6.5226 14.6324
H 10.9138 7.3768 13.1015
H 10.0325 11.1364 17.8670
H 10.9136 9.7068 18.4480
H 9.1971 9.5252 17.9866
C 8.5313 15.0952 12.9554
O 9.7871 15.4795 12.4033
C 10.8505 14.8781 12.9757
O 10.8171 13.9995 13.7570
O 11.9538 15.4775 12.5680
C 13.2169 14.9262 12.9639
H 8.1579 14.0674 12.8312
H 7.7962 15.7646 12.4742
H 8.5810 15.2923 14.0449
H 13.2658 13.8800 12.7047
H 13.4617 14.9845 14.0259
H 13.9683 15.5232 12.4764
C 15.3682 11.8363 22.0713
O 14.5032 11.5647 20.9959
C 13.2478 11.2813 21.2627
O 12.8079 11.2827 22.3984
O 12.5464 11.0457 20.1966
C 13.1349 11.4029 18.8776
H 15.0844 12.8360 22.4223
H 16.3969 11.9184 21.6701
H 15.3546 11.1095 22.9088
H 13.7672 12.2585 18.9768
H 12.3673 11.5653 18.1865
H 13.8062 10.5411 18.6274
C 11.5589 14.2047 21.3737
O 12.9732 14.5033 21.2667
C 13.3427 14.6211 19.9647
O 12.5759 14.4208 19.0379
O 14.6347 14.7820 19.9578
C 15.1977 14.6825 18.6682
H 11.2421 13.3602 20.7722
H 10.9816 15.0856 21.0727
H 11.3408 13.9445 22.3843
H 14.5797 14.1678 17.9400
H 16.1369 14.2034 18.6279
H 15.3145 15.6747 18.2714
C 6.5787 8.4203 13.8826
O 6.2948 9.8512 14.0963
C 7.1988 10.7788 13.8011
O 7.0391 11.9587 13.9004
O 8.3462 10.1746 13.3964
C 9.4076 11.1139 13.1724
H 5.6186 7.9315 14.0924
H 7.4172 8.1340 14.5074
H 6.8089 8.2778 12.8732
H 9.6166 11.6872 14.0778
H 9.2441 11.8501 12.3608
H 10.2219 10.4851 12.8904
C 11.0580 10.0222 9.1236
O 11.4270 10.7705 10.2909
C 12.2197 10.1563 11.1652
O 12.6054 9.0144 11.2597
O 12.5436 11.2128 12.0697
C 13.2678 10.7574 13.2528
H 11.4590 10.4464 8.2235
H 9.9930 10.1241 8.9144
H 11.3216 9.0051 9.0960
H 13.6849 11.6593 13.7480
H 14.0243 10.0019 12.9832
H 12.5835 10.2504 13.9676
O 10.2043 13.6938 17.9737
H 11.0071 14.1634 18.3655
H 9.4029 14.3028 17.9542
O 12.4228 12.9514 15.9590
H 11.7465 13.3124 16.5531
H 11.9402 12.9018 15.1142
O 15.1321 12.7247 15.9190
H 14.2511 12.9297 15.7284
H 15.2424 11.8030 15.5987

***

25
Properties=species:S:1:pos:R:3 method="wB97M-V/def2-TZVPD" e_lumo_ev="-0.5 / -2.5" orbital_gap_ha="0.3194 / 0.2008" fmax_ha_per_bohr=0.072 total_energy_ha=-832.0145
C -0.9520 -0.2451 -1.8333
C -0.0091 0.7605 0.1459
C 0.5825 -0.7025 -0.1706
C -0.6067 1.0601 1.5191
C 1.0295 1.8736 -0.2117
C -0.2297 -1.8361 0.5466
C 2.0000 -1.0873 0.0887
N -1.1345 0.7752 -0.8319
N 0.1198 -0.9215 -1.5529
O -2.2019 1.4501 -0.8324
O 0.6153 -1.8299 -2.2124
I -4.6504 0.6028 0.7699
H -1.6865 -0.2419 -2.7080
H 0.0482 1.6951 2.1620
H -1.0840 0.2107 1.8956
H -1.4385 1.6954 1.2639
H 1.7219 2.0918 0.5836
H 0.4619 2.8495 -0.2805
H 1.6681 1.6207 -1.0455
H 0.1530 -2.7884 0.1387
H -1.3187 -1.7590 0.3887
H -0.2460 -1.7781 1.6308
H 2.1207 -1.4436 1.0906
H 2.6407 -0.2427 -0.0575
H 2.3964 -1.8092 -0.4874

***

108
Properties=species:S:1:pos:R:3 method="wB97M-V/def2-TZVPD" charge=-2 e_lumo_ev=3.7 orbital_gap_ha=0.2103 fmax_ha_per_bohr=0.028 total_energy_ha=-4280.8749
Rb 0.3738 1.6582 -0.3063
C 0.4464 5.2315 0.3138
N 0.1158 4.2643 1.3576
C -1.1399 4.6021 1.9891
C 1.2161 4.1377 2.3003
C 1.0473 3.0498 3.3537
N 0.7547 1.7885 2.7104
C 0.5985 0.7013 3.4459
C 0.2183 -0.5150 2.7885
F 0.0246 -0.4384 1.4476
C 0.0190 -1.7099 3.4112
F -0.3582 -2.7750 2.6581
C 0.1790 -1.8758 4.7842
C 0.5486 -0.7270 5.4598
F 0.7333 -0.7897 6.8092
C 0.7469 0.4946 4.8513
F 1.1185 1.5390 5.6517
H 0.6104 6.2367 0.7499
H -0.3455 5.2765 -0.4322
H 1.3545 4.9186 -0.2037
H -1.0989 5.5862 2.4954
H -1.4127 3.8467 2.7281
H -1.9271 4.6388 1.2338
H 1.3961 5.1044 2.8147
H 2.1144 3.9132 1.7148
H 0.2677 3.3529 4.0682
H 1.9812 3.0431 3.9344
H 0.0200 -2.8212 5.2795
O -1.2539 4.5393 -2.2989
C -1.0820 3.3247 -2.5370
O -1.9354 2.4059 -2.3903
C 0.2895 2.8398 -3.0641
O 0.3388 2.3781 -4.2032
O 1.2830 2.9328 -2.2350
I 3.0759 1.1920 -2.9720
C 4.6141 -0.2250 -3.4143
C 5.5262 0.3309 -4.2738
C 6.6793 -0.3510 -4.7268
C 6.9146 -1.6099 -4.2893
C 6.0050 -2.2431 -3.4006
C 6.3227 -3.5578 -2.9765
C 5.5124 -4.2316 -2.1234
C 4.3272 -3.6113 -1.6823
C 3.9505 -2.3548 -2.0691
P 2.2946 -1.7647 -1.4131
C 2.7749 -1.6852 0.3665
C 3.2790 -0.4663 0.8249
C 3.6812 -0.3274 2.1482
C 3.5841 -1.3908 3.0329
C 3.0902 -2.6087 2.5839
C 2.6918 -2.7503 1.2624
C 1.2572 -3.2728 -1.5199
C 1.2593 -4.0742 -2.6616
C 0.2922 -5.0559 -2.8485
C -0.6992 -5.2503 -1.8935
C -0.7168 -4.4504 -0.7580
C 0.2467 -3.4658 -0.5776
C 4.8151 -1.5869 -2.9485
H 5.3580 1.3443 -4.6166
H 7.3667 0.1407 -5.4060
H 7.7964 -2.1603 -4.5996
H 7.2365 -4.0062 -3.3518
H 5.7580 -5.2332 -1.7907
H 3.6800 -4.1693 -1.0135
H 3.3625 0.3833 0.1553
H 4.0391 0.6363 2.4901
H 3.8583 -1.2619 4.0728
H 2.9831 -3.4401 3.2700
H 2.2843 -3.7004 0.9385
H 2.0188 -3.9265 -3.4217
H 0.3082 -5.6630 -3.7463
H -1.4593 -6.0087 -2.0394
H -1.4928 -4.5692 -0.0109
H 0.1856 -2.8281 0.2967
Cl -0.8440 -0.5235 -2.0283
C -2.5412 -0.5290 -2.4622
C -2.9100 -1.3020 -3.5466
C -4.2418 -1.3149 -3.9403
C -5.1710 -0.5567 -3.2441
C -4.7724 0.2032 -2.1490
C -3.4499 0.2266 -1.7271
P -2.8373 1.1785 -0.2685
C -4.2319 2.3615 0.0483
C -5.3550 2.0789 0.8226
C -6.3475 3.0347 1.0168
C -6.2291 4.2907 0.4352
C -5.1102 4.5840 -0.3355
C -4.1151 3.6332 -0.5306
C -3.2361 -0.0959 1.0346
C -3.6782 -1.3955 0.7942
C -3.7934 -2.3185 1.8338
C -3.4644 -1.9582 3.1316
C -3.0060 -0.6695 3.3856
C -2.8881 0.2408 2.3477
H -2.1543 -1.8677 -4.0745
H -4.5421 -1.9081 -4.7960
H -6.2096 -0.5473 -3.5532
H -5.5062 0.7952 -1.6140
H -5.4609 1.1032 1.2843
H -7.2118 2.7929 1.6245
H -7.0017 5.0363 0.5846
H -4.9987 5.5607 -0.7917
H -3.2427 3.8668 -1.1385
H -3.9322 -1.7038 -0.2138
H -4.1274 -3.3277 1.6183
H -3.5283 -2.6810 3.9361
H -2.6948 -0.3896 4.3849
H -2.4707 1.2230 2.5532

***

49
Properties=species:S:1:pos:R:3 method="wB97M-V/def2-TZVPD" e_lumo_ev=-1.3 orbital_gap_ha=0.2698 fmax_ha_per_bohr=0.338 total_energy_ha=-2313.2053
C 3.5601 -5.4229 -4.3163
C 2.7241 -4.0956 -4.5534
H 1.7189 -4.0920 -4.0609
H 2.7660 -3.8997 -5.6737
S 3.5737 -2.9005 -3.9330
O 5.1675 -2.9194 -4.2939
O 3.2348 -1.5363 -3.9775
C 3.6565 -3.4368 -1.9975
N 4.7616 -3.8323 -1.4168
S 4.6194 -3.6378 0.2220
C 3.1354 -3.1362 0.3070
N 2.2815 -2.9051 1.1637
C 0.8886 -2.1614 0.7567
O 0.2710 -2.1112 1.9089
C 0.6636 -1.8039 -0.5135
C 0.1738 -0.6235 -0.9785
C -0.6890 0.5198 -0.3867
C -0.9500 1.5537 -1.1039
C -1.7676 2.5699 -0.3439
C -1.9019 2.5957 0.8954
C -1.7575 1.3643 1.6303
C -0.8253 0.3572 1.1271
H -0.7306 -0.5021 1.7801
O -1.9467 1.5377 2.9704
C -1.9106 0.2294 3.9456
H -2.1979 0.7707 4.8467
H -0.7245 0.4218 3.7071
H -2.2097 -0.5636 3.6592
O -2.5969 3.6587 1.3312
C -2.1490 4.3547 2.4460
O -1.0771 4.0292 2.9539
C -3.2325 5.1354 2.9617
C -4.4410 5.5009 2.7070
C -4.9279 6.5155 3.4058
C -3.8252 6.7776 4.2716
O -2.7266 5.9845 4.2387
H -3.8684 7.3799 5.1593
H -5.6448 7.1015 3.5892
H -4.9668 4.9842 1.9056
H -1.7716 3.3729 -1.0048
H -0.6865 1.7232 -2.1089
H 0.3626 -0.5029 -1.9885
C 1.4832 -2.5703 -1.6088
N 0.9565 -2.9101 -2.7720
H 0.0158 -2.7683 -2.8220
N 2.5938 -2.8271 -1.1711
H 3.4287 -5.6365 -3.3451
H 4.4914 -5.2444 -4.6874
H 2.9973 -6.3982 -4.8322

***

7
Properties=species:S:1:pos:R:3 method="wB97M-V/def2-TZVPD" e_lumo_ev=-0.7 orbital_gap_ha=0.3745 fmax_ha_per_bohr=0.094 total_energy_ha=-566.5800
C 0.8324 0.0205 0.6378
C 0.8264 -0.1705 -0.6935
F -2.1744 -1.5421 0.0585
F -2.0654 1.3171 -0.0667
Si -0.9061 0.2088 -0.0108
H 1.6974 0.3110 1.2144
H 1.7897 -0.1448 -1.1398

***

23
Properties=species:S:1:pos:R:3 method="wB97M-V/def2-TZVPD" spin_multiplicity=2 charge=-1 e_lumo_ev="4.0 / 3.9" orbital_gap_ha="0.1081 / 0.2724" s_squared=0.759 fmax_ha_per_bohr=0.057 total_energy_ha=-351.2195
C -2.0205 0.9091 -1.0743
C 1.0578 -0.6119 -2.4736
C -0.2483 -0.1963 -2.3496
C 2.0405 -0.1443 -1.6192
C -0.5421 0.6588 -1.2745
C 1.7662 0.6369 -0.5698
C 0.4340 1.1704 -0.3884
H 1.3445 -1.1583 -3.3844
H -0.9088 -0.6146 -3.0560
H 3.0432 -0.4861 -1.7999
H 2.6416 1.0941 -0.0486
H -1.9604 2.0028 -0.9772
H -2.2439 0.6284 -0.0252
H 0.1686 1.9823 0.3693
H -2.7338 0.7166 -1.9902
C 0.3745 -1.0918 2.9586
C -0.8368 -0.5742 2.1620
H 1.0497 -0.2036 3.0992
H 0.1164 -1.4540 4.0227
H 0.9960 -2.0168 2.5008
H -0.7879 0.4844 1.7596
H -1.1084 -1.1737 1.3508
H -1.6422 -0.5581 2.8083